{"formula": "C5H24NO9", "method": "the ωB97M-V functional and the def2-TZVPD basis", "symbols": ["O", "C", "O", "C", "C", "C", "C", "N", "H", "H", "H", "H", "H", "H", "H", "H", "H", "H", "H", "H", "O", "H", "H", "O", "H", "H", "O", "H", "H", "O", "H", "H", "O", "H", "H", "O", "H", "H", "O"], "coordinates": [[-2.9995, 0.4407, -1.1294], [-3.2871, 0.8156, -0.0097], [-4.5496, 1.0280, 0.3589], [-2.2730, 1.1035, 1.0617], [-1.0193, 0.2632, 0.9453], [-0.0941, 0.7735, -0.1732], [0.9386, 0.0084, -0.4480], [2.0059, 0.4832, -1.3933], [-5.0839, 0.6694, -0.3583], [-2.0047, 2.1459, 0.9404], [-2.7989, 0.9147, 1.9976], [-0.4337, 0.2064, 1.8625], [-1.2207, -0.7845, 0.7689], [-0.3184, 1.7515, -0.5584], [1.1259, -1.0030, -0.1568], [1.6102, 0.6044, -2.3222], [2.7131, -0.2563, -1.3695], [2.4632, 1.3329, -1.0395], [-0.8417, -2.9621, 0.2421], [-0.6328, -3.7525, 1.4696], [-0.1257, -3.1997, 0.8588], [-1.9885, 1.1721, -2.8326], [-0.8871, 2.2703, -2.8473], [-1.1772, 1.4594, -3.2688], [2.0903, 2.1378, 1.2877], [2.4997, 3.6004, 0.6944], [2.1943, 2.7125, 0.5083], [-1.9781, -1.2608, -1.9732], [-0.5469, -1.5317, -2.1723], [-1.2473, -1.7029, -1.5305], [2.1694, 0.3814, 2.8461], [2.3876, 1.6764, 3.7487], [2.5336, 1.2636, 2.8956], [0.8992, -2.1165, 1.8898], [0.5162, -1.8738, 3.3197], [1.2198, -1.6564, 2.6985], [2.5731, -2.2403, -3.0793], [3.0170, -2.7564, -1.6012], [2.5511, -2.1182, -2.1310]], "atomic_forces_ev_per_a": [[-0.23, 0.08, 0.11], [0.38, -0.02, -0.57], [0.41, -0.25, 0.28], [-0.56, -0.59, 0.25], [0.56, 0.12, -0.90], [-0.51, -1.30, 1.84], [0.63, 1.22, -1.17], [-0.10, -0.34, 1.07], [-0.46, 0.16, -0.29], [-0.14, 0.43, 0.41], [0.25, 0.43, 0.18], [-0.13, 0.62, 0.19], [-0.39, -0.18, -0.31], [0.45, 0.20, -0.26], [-0.18, -0.23, 0.42], [0.28, 0.07, -0.20], [-0.10, -0.09, -0.84], [-0.45, 0.47, 0.09], [0.55, 0.29, -0.42], [0.48, -0.18, 0.20], [-1.07, -0.19, -0.14], [0.04, 0.22, 0.24], [-0.31, 0.16, 0.04], [0.42, -0.37, -0.25], [0.49, 0.75, 0.53], [0.10, -0.16, 0.59], [-0.39, -0.64, -1.27], [-0.48, 0.07, 0.41], [0.22, -0.31, 0.25], [0.22, -0.26, -0.63], [-0.33, -0.63, 0.58], [-0.19, -0.39, 0.16], [0.30, 0.71, -0.82], [0.23, 0.19, 0.42], [0.17, 0.11, 0.25], [-0.26, 0.00, -0.46], [0.49, -0.76, -0.01], [0.36, -0.79, -0.48], [-0.76, 1.41, 0.50]], "spin_multiplicity": 1, "orbital_gap_ev": 10.71, "total_charge": 1, "de_lowest_ev": 0.000, "lumo_ev": -2.638}